DFT (ωB97M-V with the def2-TZVPD basis set) results for a structure of composition C38H43CuF3N2O5P2S2Sb.

Geometry as XYZ:
```
97
Properties=species:S:1:pos:R:3
Cu 2.038 1.933 -0.473
C -1.839 -0.818 1.052
P -0.893 0.759 0.894
C -0.187 0.781 2.610
N -0.989 0.949 3.624
C -0.448 1.014 4.871
C -1.285 1.233 5.987
C -0.744 1.297 7.241
C 0.648 1.143 7.428
C 1.473 0.927 6.361
C 0.933 0.858 5.057
N 1.758 0.636 3.999
C 1.237 0.622 2.806
P 2.382 0.402 1.371
C 2.039 -1.309 0.843
C 4.114 0.336 2.053
C 4.499 1.751 2.495
C 5.003 -0.077 0.869
C 4.344 -0.671 3.184
C -2.276 2.029 0.947
C -3.495 1.660 1.791
C -2.708 2.174 -0.516
C -1.693 3.363 1.409
H -2.397 -0.859 1.988
H -1.151 -1.663 1.007
H -2.530 -0.905 0.211
H -2.347 1.351 5.813
H -1.382 1.469 8.098
H 1.060 1.200 8.428
H 2.543 0.810 6.477
H 2.239 -2.031 1.635
H 2.637 -1.514 -0.045
H 0.997 -1.378 0.536
H 4.424 2.451 1.660
H 5.536 1.746 2.844
H 3.856 2.113 3.293
H 4.838 0.536 -0.017
H 4.838 -1.119 0.591
H 6.048 0.025 1.174
H 3.860 -0.362 4.106
H 5.421 -0.751 3.357
H 3.989 -1.668 2.918
H -3.990 0.765 1.411
H -4.219 2.480 1.734
H -3.230 1.501 2.834
H -3.102 1.239 -0.919
H -1.873 2.488 -1.146
H -3.499 2.926 -0.588
H -1.341 3.322 2.441
H -2.468 4.133 1.338
H -0.862 3.659 0.767
O 2.601 -0.795 -2.299
S 2.773 0.589 -2.711
O 3.350 0.771 -4.016
O 3.534 1.354 -1.635
S 0.986 1.579 -2.510
C 1.237 5.529 1.651
C 1.485 4.046 1.433
O 1.583 3.295 2.405
O 1.528 3.690 0.200
H 1.677 5.847 2.593
H 0.157 5.683 1.708
H 1.622 6.117 0.820
F -5.878 1.285 -3.529
C -4.714 0.629 -3.310
C -4.740 -0.551 -2.598
C -3.538 -1.213 -2.378
C -2.327 -0.706 -2.848
C -2.352 0.496 -3.555
C -3.543 1.166 -3.800
Sb -0.476 -1.703 -2.337
C -1.446 -3.643 -2.355
C -2.180 -4.116 -3.444
C -2.817 -5.346 -3.406
C -2.712 -6.104 -2.255
F -3.335 -7.305 -2.209
C -1.998 -5.683 -1.156
C -1.367 -4.444 -1.221
C 0.313 -1.938 -4.318
C 0.536 -0.863 -5.174
C 1.151 -1.039 -6.405
C 1.545 -2.308 -6.767
F 2.147 -2.493 -7.967
C 1.358 -3.400 -5.946
C 0.742 -3.201 -4.718
H -5.680 -0.938 -2.228
H -3.559 -2.147 -1.828
H -1.431 0.944 -3.901
H -3.565 2.100 -4.346
H -2.258 -3.511 -4.341
H -3.388 -5.721 -4.245
H -1.942 -6.311 -0.276
H -0.801 -4.105 -0.359
H 0.268 0.143 -4.880
H 1.352 -0.202 -7.059
H 1.697 -4.377 -6.262
H 0.598 -4.057 -4.069
```

Calculated values
Net charge: -1
2S+1: 2
Gap between HOMO and LUMO (alpha / beta): 7.39 / 6.97 eV



DFT (ωB97M-V with the def2-TZVPD basis set) results for a structure of composition C38H44ClN6O5Sc.

Geometry as XYZ:
```
95
Properties=species:S:1:pos:R:3
Sc 0.076 0.917 -0.906
C -1.343 3.355 0.654
C -2.488 2.329 0.653
N -2.051 0.983 0.209
C -2.161 -0.083 1.240
C -0.897 -0.929 1.483
N 0.323 -0.166 1.061
C 0.937 0.804 2.008
C 0.167 2.095 2.076
N -0.041 2.664 0.713
H -1.452 4.027 1.511
H -1.366 3.962 -0.246
H -3.263 2.690 -0.023
H -2.948 2.255 1.639
H -2.656 0.720 -0.555
H -2.998 -0.740 1.009
H -2.399 0.382 2.196
H -0.596 -2.959 1.352
H -0.919 -0.286 3.475
H 1.039 -0.880 0.940
H 1.930 1.001 1.600
H 1.073 0.348 2.991
H 0.695 2.809 2.713
H -0.809 1.938 2.533
H 0.676 3.362 0.534
C -3.255 3.775 -2.913
C -1.887 4.373 -2.748
C -1.735 5.755 -2.806
C -0.494 6.351 -2.661
C 0.622 5.556 -2.468
C 0.510 4.172 -2.406
C 1.751 3.335 -2.262
C -0.752 3.579 -2.532
N -0.881 2.174 -2.334
C -1.407 1.471 -3.365
O -1.654 1.880 -4.488
C -1.793 0.031 -3.040
C -2.640 -0.609 -3.924
C -3.087 -1.881 -3.615
C -2.640 -2.485 -2.457
C -1.761 -1.801 -1.622
N -1.366 -0.553 -1.903
C -1.226 -2.647 -0.472
O -1.193 -3.846 -0.700
N -0.837 -2.185 0.737
C -0.834 -1.288 2.969
C 0.461 -1.925 3.451
C 1.738 -2.128 2.665
C 0.453 -2.165 4.804
C -0.732 -2.182 5.558
C -1.920 -2.370 4.821
C -1.989 -2.134 3.475
C -3.218 -2.541 2.700
H -4.026 4.504 -2.668
H -3.392 2.899 -2.275
H -3.403 3.439 -3.940
H -2.614 6.369 -2.965
H -0.398 7.428 -2.708
H 1.602 6.010 -2.376
H 2.627 3.972 -2.134
H 1.913 2.706 -3.141
H 1.759 2.667 -1.394
H -2.930 -0.084 -4.821
H -3.767 -2.403 -4.275
H -2.923 -3.490 -2.186
H 1.616 -2.645 1.709
H 2.407 -2.763 3.248
H 2.323 -1.215 2.444
H 1.389 -2.435 5.289
H -0.704 -2.411 6.614
H -2.781 -2.811 5.318
H -3.748 -3.310 3.264
H -3.006 -2.983 1.721
H -3.948 -1.733 2.533
C 5.813 -2.370 0.744
C 4.524 -3.030 0.349
C 4.074 -4.181 0.970
C 2.875 -4.772 0.591
Cl 2.336 -6.201 1.416
C 2.098 -4.217 -0.401
C 2.535 -3.057 -1.039
C 3.745 -2.483 -0.678
O 4.288 -1.372 -1.280
C 3.537 -0.761 -2.297
C 2.295 -0.068 -1.782
O 1.246 -0.072 -2.488
O 2.295 0.528 -0.670
H 6.276 -2.901 1.573
H 5.640 -1.336 1.045
H 6.515 -2.344 -0.090
H 4.657 -4.624 1.766
H 1.148 -4.658 -0.664
H 1.913 -2.643 -1.823
H 3.254 -1.464 -3.085
H 4.176 0.005 -2.742
```

Calculated values
2S+1: 1
Gap between HOMO and LUMO: 4.24 eV



DFT (ωB97M-V with the def2-TZVPD basis set) results for a structure of composition C38H44OP2Sr.

Geometry as XYZ:
```
86
Properties=species:S:1:pos:R:3
Sr -0.150 -3.370 3.245
C 4.779 -2.345 3.786
C 4.425 -1.179 3.234
C 4.571 -0.748 1.807
C 3.505 -1.340 0.876
C 3.463 -2.823 0.654
C 4.379 -3.732 1.006
C 5.718 -3.482 1.635
C 5.701 -3.368 3.182
C -0.316 -5.366 1.825
H 4.548 -2.528 4.849
H 3.982 -0.465 3.939
H 5.593 -0.908 1.445
H 4.388 0.339 1.819
H 2.536 -1.065 1.316
H 3.574 -0.818 -0.092
H 2.588 -3.155 0.067
H 4.237 -4.762 0.667
H 6.207 -2.605 1.197
H 6.388 -4.322 1.393
H 5.489 -4.347 3.645
H 6.738 -3.095 3.458
H -0.448 -6.390 2.175
H 0.614 -5.331 1.213
H -1.167 -5.129 1.180
P -2.702 3.396 -0.475
P -3.031 1.547 -3.046
C -1.689 3.685 -1.943
C -1.905 2.965 -3.076
C -3.188 5.146 -0.101
C -2.492 6.280 -0.544
C -2.902 7.560 -0.146
C -4.052 7.707 0.632
C -4.805 6.589 1.012
C -4.377 5.315 0.639
C -1.352 3.042 0.714
C -0.704 1.801 0.560
C 0.348 1.462 1.408
C 0.768 2.349 2.411
C 0.108 3.577 2.559
C -0.969 3.917 1.735
C -3.870 1.956 -4.665
C -4.700 3.100 -4.692
C -5.246 3.553 -5.895
C -4.985 2.851 -7.083
C -4.215 1.683 -7.058
C -3.685 1.222 -5.846
C -1.883 0.224 -3.563
C -2.357 -1.092 -3.411
C -1.600 -2.152 -3.909
C -0.363 -1.914 -4.530
C 0.128 -0.608 -4.602
C -0.608 0.463 -4.086
H -0.861 4.403 -1.845
H -1.441 3.235 -4.037
H -1.637 6.165 -1.206
H -2.318 8.433 -0.450
H -4.366 8.699 0.947
H -5.718 6.706 1.602
H -4.962 4.437 0.914
H -1.020 1.121 -0.236
H 0.851 0.503 1.269
H 1.623 2.089 3.045
H 0.447 4.275 3.322
H -1.492 4.864 1.874
H -4.901 3.664 -3.777
H -5.875 4.450 -5.913
H -5.396 3.209 -8.027
H -4.024 1.123 -7.979
H -3.102 0.299 -5.839
H -3.315 -1.271 -2.915
H -1.969 -3.171 -3.804
H 0.232 -2.750 -4.914
H 1.104 -0.413 -5.046
H -0.210 1.475 -4.092
C 1.544 -7.026 4.630
C 1.673 -5.621 5.198
C 3.065 -5.025 5.122
O 0.789 -4.691 4.606
H 2.380 -7.262 3.958
H 0.606 -7.129 4.075
H 1.611 -7.751 5.454
H 1.428 -5.709 6.287
H 3.580 -5.299 4.180
H 2.952 -3.933 5.121
H 3.707 -5.389 5.956
```

Calculated values
2S+1: 1
Gap between HOMO and LUMO: 6.08 eV



DFT (ωB97M-V with the def2-TZVPD basis set) results for a structure of composition C38H45As2BrF4IN4P2SeV.

Geometry as XYZ:
```
99
Properties=species:S:1:pos:R:3
V -0.189 -0.261 -0.792
C 0.168 0.938 -4.141
P -0.802 -0.268 -3.164
C -0.965 -1.659 -4.355
C -2.527 0.387 -3.285
C -2.741 1.689 -2.521
P -1.851 1.691 -0.891
C -3.204 2.004 0.297
C -1.029 3.314 -0.925
H -0.345 1.214 -5.066
H 1.128 0.482 -4.387
H 0.373 1.829 -3.547
H -0.748 -1.313 -5.367
H -1.985 -2.044 -4.339
H -0.287 -2.467 -4.109
H -3.166 -0.391 -2.853
H -2.810 0.483 -4.339
H -3.807 1.859 -2.349
H -2.370 2.539 -3.101
H -3.729 2.925 0.035
H -2.792 2.110 1.300
H -3.907 1.171 0.299
H -1.734 4.069 -1.286
H -0.152 3.285 -1.566
H -0.696 3.576 0.080
C -1.628 -1.819 3.798
As -1.556 -0.519 2.332
C -1.803 1.073 3.429
C -3.382 -0.822 1.656
C -4.516 -0.367 2.320
C -5.775 -0.491 1.751
C -5.908 -1.081 0.503
C -4.789 -1.580 -0.146
C -3.527 -1.474 0.434
As -1.921 -2.169 -0.469
C -2.784 -3.241 -1.861
C -1.462 -3.652 0.705
H -2.475 -1.599 4.447
H -0.707 -1.758 4.370
H -1.728 -2.826 3.396
H -2.679 1.009 4.071
H -1.858 1.964 2.809
H -0.921 1.178 4.060
H -4.420 0.119 3.282
H -6.644 -0.114 2.274
H -6.882 -1.165 0.037
H -4.918 -2.062 -1.108
H -3.242 -2.635 -2.641
H -3.540 -3.881 -1.404
H -2.009 -3.862 -2.314
H -2.369 -4.032 1.178
H -0.730 -3.316 1.435
H -1.004 -4.431 0.094
Br 0.870 -4.825 -5.065
C 2.096 -3.680 -5.953
C 2.276 -3.881 -7.315
C 3.140 -3.066 -8.022
C 3.820 -2.049 -7.367
C 3.635 -1.858 -6.009
C 2.773 -2.674 -5.275
I 2.544 -2.287 -3.232
H 1.735 -4.674 -7.811
H 3.280 -3.226 -9.083
H 4.496 -1.405 -7.911
H 4.169 -1.070 -5.498
F 4.867 3.830 2.120
C 3.639 3.720 2.655
C 3.489 4.075 3.981
F 4.592 4.519 4.609
C 2.275 3.988 4.689
C 1.224 3.517 3.884
C 1.378 3.168 2.561
F 0.250 2.764 1.905
C 2.591 3.238 1.870
C 2.734 2.819 0.472
C 1.849 1.944 -0.087
N 1.053 1.218 -0.539
C 3.825 3.179 -0.353
N 4.673 3.467 -1.081
F -0.023 3.402 4.393
C 2.122 4.341 6.069
C 0.882 4.263 6.734
N -0.115 4.218 7.319
C 3.189 4.781 6.875
N 4.025 5.140 7.589
Se 1.608 -1.934 -0.096
C 4.094 -0.778 3.216
C 3.270 -1.711 2.328
C 2.326 -2.540 3.178
C 2.533 -0.878 1.288
H 4.711 -1.338 3.919
H 3.438 -0.125 3.798
H 4.749 -0.139 2.624
H 3.955 -2.385 1.800
H 1.650 -1.873 3.720
H 2.875 -3.125 3.918
H 1.724 -3.220 2.571
H 3.247 -0.241 0.764
H 1.809 -0.220 1.780
```

Calculated values
Net charge: -1
2S+1: 2
Gap between HOMO and LUMO (alpha / beta): 5.02 / 5.05 eV



DFT (ωB97M-V with the def2-TZVPD basis set) results for a structure of composition C38H45FIN8O7PRhS3.

Geometry as XYZ:
```
105
Properties=species:S:1:pos:R:3
Rh -1.228 -1.294 -0.412
F 3.652 2.886 -0.795
C 2.336 3.150 -0.606
C 1.422 2.174 -0.926
C 0.052 2.441 -0.852
C -0.895 1.407 -1.212
O -0.480 0.256 -1.558
C -2.274 1.789 -1.123
C -2.630 3.044 -0.752
N -1.725 4.011 -0.424
C -2.185 5.310 -0.035
C -3.254 5.995 -0.826
C -1.842 6.487 -0.914
C -0.377 3.722 -0.438
C 0.569 4.665 -0.040
C 1.939 4.397 -0.120
N 2.836 5.409 0.320
C 2.944 6.614 -0.484
C 3.224 7.784 0.483
N 3.713 7.201 1.758
C 4.785 6.205 1.508
C 4.149 4.995 0.791
C -3.374 0.768 -1.469
O -4.428 1.215 -1.884
O -3.070 -0.444 -1.287
H 1.748 1.205 -1.266
H -3.673 3.313 -0.694
H -2.191 5.450 1.042
H -3.974 6.585 -0.281
H -3.664 5.488 -1.683
H -1.581 7.433 -0.458
H -1.295 6.267 -1.821
H 0.249 5.626 0.331
H 2.018 6.781 -1.030
H 3.756 6.530 -1.221
H 2.322 8.357 0.692
H 3.974 8.464 0.081
H 2.928 6.669 2.162
H 4.013 7.935 2.407
H 5.234 5.904 2.454
H 5.550 6.677 0.891
H 4.010 4.158 1.480
H 4.821 4.666 -0.014
N -7.480 -5.351 -3.147
C -6.550 -4.950 -2.243
C -6.101 -3.619 -2.232
C -5.186 -3.201 -1.290
C -4.704 -4.104 -0.355
C -5.109 -5.427 -0.362
C -6.027 -5.851 -1.302
S -3.593 -3.473 0.873
O -4.123 -2.247 1.396
O -3.220 -4.466 1.844
N -2.216 -3.063 0.023
C -1.551 -3.967 -0.678
N -0.472 -3.450 -1.328
C 0.308 -4.272 -1.997
C 0.060 -5.640 -2.032
C -1.093 -6.069 -1.385
N -1.892 -5.254 -0.730
H -7.835 -4.700 -3.821
H -7.803 -6.300 -3.171
H -6.486 -2.917 -2.957
H -4.842 -2.178 -1.248
H -4.710 -6.099 0.382
H -6.358 -6.878 -1.318
H 1.145 -3.826 -2.522
H 0.708 -6.334 -2.539
H -1.397 -7.107 -1.401
I -1.276 -4.010 4.900
C -1.867 -2.241 3.965
C -2.603 -1.269 4.620
C -2.946 -0.138 3.900
C -2.553 -0.027 2.573
N -1.839 -0.963 1.968
C -1.493 -2.044 2.650
H -2.897 -1.390 5.651
H -3.517 0.649 4.368
H -2.814 0.843 1.985
H -0.898 -2.786 2.141
C 2.600 -4.952 1.321
C 2.969 -3.528 1.713
C 4.257 -3.471 2.521
O 3.150 -2.787 0.494
P 2.748 -1.238 0.423
S 3.759 -0.056 1.662
S 0.782 -1.050 0.909
O 2.925 -0.899 -1.110
C 4.091 -1.147 -1.916
C 4.014 -2.562 -2.468
C 5.379 -0.897 -1.152
H 2.466 -5.562 2.211
H 3.395 -5.383 0.716
H 1.676 -4.965 0.747
H 2.146 -3.070 2.280
H 5.089 -3.783 1.893
H 4.193 -4.133 3.379
H 4.436 -2.455 2.866
H 3.994 -0.416 -2.730
H 4.061 -3.281 -1.653
H 4.836 -2.746 -3.154
H 3.074 -2.689 -3.002
H 5.465 -1.604 -0.328
H 5.390 0.114 -0.751
H 6.229 -1.022 -1.819
```

Calculated values
Net charge: +1
2S+1: 1
Gap between HOMO and LUMO (alpha / beta): 5.86 / 5.46 eV



no.,F_max (eV Å⁻¹)
1,0.3
2,0.4
3,1.6
4,0.8
5,2.0